ORCA calculation (wB97M-V/def2-TZVPD) on the molecule C6H8Si in a non-equilibrium geometry.

Results
Net charge   0
Structure (SMILES)   C[Si]1(C2C=C2)C=C1
Calculated total energy   -14223.7461 eV
Energy relative to the best compared isomer or geometry (same formula, charge and spin)   3.903 eV

Each line ends with the Löwdin charge.
Atoms and positions in Å:
C: -2.0529 -0.9361 0.3495  -0.173
Si: -0.4953 0.1305 0.0156  0.684
C: 1.1726 -0.6862 -0.3743  -0.294
C: 2.4279 -0.1484 0.2212  -0.159
C: 2.1590 -1.2710 0.8302  -0.007
C: -0.7671 1.6312 -1.1336  -0.195
C: -0.6453 2.0290 0.1582  -0.180
H: -2.3821 -0.9461 1.3568  0.011
H: -2.7697 -0.5790 -0.3717  0.024
H: -2.0548 -1.9004 0.0454  -0.025
H: 1.3435 -1.0383 -1.4175  0.076
H: 3.2434 0.5872 0.2730  0.105
H: 2.5079 -1.9274 1.5585  0.058
H: -1.0063 2.1025 -2.1604  0.068
H: -0.6808 2.9523 0.6492  0.008

---

ORCA calculation (wB97M-V/def2-TZVPD) on a cluster of 2 separate species, C3H13N2O in total in a non-equilibrium geometry.

Results
Net charge   +1
Calculated total energy   -8343.7875 eV
Energy relative to the best compared isomer or geometry (same formula, charge and spin)   0.195 eV

Each line ends with the Löwdin charge.
Atoms and positions in Å:
C: -0.4992 -1.1054 -0.7450  -0.135
C: 0.5541 -1.3212 0.3455  -0.166
C: 1.8698 -0.6786 -0.0222  -0.198
N: 1.6732 0.8090 -0.1239  0.006
N: -0.6836 0.3775 -0.8993  0.134
H: -0.0598 -1.5271 -1.6465  0.127
H: -1.4563 -1.5856 -0.5937  0.127
H: 0.1649 -0.9429 1.2967  0.126
H: 0.7181 -2.3864 0.3873  0.123
H: 2.2445 -0.9942 -0.9765  0.118
H: 2.6698 -0.8289 0.6921  0.121
H: 1.7223 1.1709 0.7820  0.081
H: 2.4589 1.2228 -0.6096  0.111
H: -1.0913 0.8030 -1.7283  0.165
H: 0.2584 0.8481 -0.7186  0.067
H: -1.2899 0.6726 -0.1199  0.089
H: -2.1989 2.1083 1.8268  0.081
H: -3.2719 1.0525 1.3682  0.080
O: -2.3546 1.3555 1.2227  -0.058

---

ORCA calculation (wB97M-V/def2-TZVPD) on a structure of composition C40H47N6OPSV in a non-equilibrium geometry.

Results
Net charge   +4
Spin multiplicity   2
Calculated total energy   -99008.7055 eV
⟨S²⟩   0.761

Each line ends with the Löwdin charge.
Atoms and positions in Å:
V: -0.1426 -0.1582 -1.8213  1.160
S: 5.1091 4.9261 -2.4706  1.194
N: 5.1543 3.3267 -2.5534  -0.192
C: 3.9249 2.8249 -2.5319  -0.280
C: 3.5404 1.4587 -2.7018  -0.038
C: 4.4168 0.4313 -3.0786  0.100
C: 3.8757 -0.7794 -3.4577  0.042
C: 2.5011 -0.9881 -3.3410  -0.068
N: 1.6707 -0.0849 -2.8343  0.012
C: 2.1609 1.1544 -2.5991  -0.140
C: 1.1734 2.1942 -2.5035  -0.156
N: -0.1115 1.7887 -2.6387  0.025
C: -1.0076 2.7020 -2.9940  -0.061
C: -0.7191 4.0672 -3.0723  0.040
C: 0.5483 4.5167 -2.7647  0.098
C: 1.5467 3.5599 -2.5282  -0.044
C: 2.9422 3.8606 -2.4459  -0.281
N: 3.5117 5.0605 -2.4071  -0.191
H: 5.4798 0.6201 -3.1206  0.153
H: 4.5034 -1.5672 -3.8468  0.143
H: 2.0759 -1.9145 -3.7061  0.130
H: -1.9964 2.3588 -3.2730  0.123
H: -1.4894 4.7595 -3.3782  0.142
H: 0.7977 5.5677 -2.7633  0.152
C: -4.3229 0.4646 -2.2852  0.037
C: -4.7244 -0.6813 -2.9639  0.058
C: -3.7997 -1.6959 -3.1658  0.078
C: -2.4813 -1.5013 -2.7564  -0.164
N: -2.0830 -0.3447 -2.1836  -0.016
C: -2.9942 0.5875 -1.9099  -0.101
C: -1.4363 -2.5277 -2.7500  -0.158
C: -1.6124 -3.8697 -3.0875  0.080
C: -0.5742 -4.7659 -2.8606  0.057
C: 0.6045 -4.3019 -2.2922  0.040
C: 0.7115 -2.9510 -2.0069  -0.107
N: -0.2714 -2.0841 -2.2368  -0.006
H: -5.0304 1.2435 -2.0460  0.143
H: -5.7442 -0.7887 -3.3035  0.150
H: -4.1007 -2.6212 -3.6319  0.140
H: -2.6417 1.4517 -1.3550  0.130
H: -2.5405 -4.2173 -3.5132  0.140
H: -0.6858 -5.8113 -3.1053  0.150
H: 1.4285 -4.9644 -2.0756  0.144
H: 1.6191 -2.5468 -1.5793  0.094
O: -0.0628 -0.1533 -0.1628  -0.386
P: -0.0300 -0.1747 1.4076  1.095
C: -0.6101 1.5412 1.8390  -0.313
C: -0.4492 1.8980 3.3236  -0.177
C: -0.6949 3.3936 3.5162  -0.159
C: 0.3335 4.2534 2.7880  -0.169
C: 1.0702 3.4755 1.7036  -0.183
C: 0.1084 2.5685 0.9321  -0.187
C: -1.2447 -1.5142 1.9046  -0.314
C: -2.5047 -1.4380 1.0311  -0.203
C: -3.6105 -2.3002 1.6503  -0.165
C: -4.0801 -1.7226 2.9853  -0.170
C: -2.9897 -0.9102 3.6726  -0.181
C: -1.6081 -1.5006 3.4031  -0.171
C: 1.7794 -0.3280 1.8548  -0.305
C: 2.5784 -1.0847 0.7913  -0.176
C: 2.3284 -2.5900 0.8847  -0.202
C: 2.6950 -3.1197 2.2675  -0.163
C: 1.8912 -2.4096 3.3464  -0.168
C: 2.0773 -0.8992 3.2461  -0.158
H: -1.6839 1.5461 1.6087  0.123
H: 0.5558 1.6649 3.6754  0.115
H: -1.1619 1.3437 3.9346  0.110
H: -0.7028 3.6297 4.5836  0.135
H: -1.7007 3.6333 3.1618  0.125
H: 1.0596 4.6659 3.4948  0.130
H: -0.1559 5.1316 2.3580  0.125
H: 1.8690 2.8817 2.1543  0.109
H: 1.5432 4.1709 1.0079  0.118
H: 0.6643 2.0537 0.1337  0.073
H: -0.6411 3.2109 0.4635  0.129
H: -0.7223 -2.4518 1.6772  0.115
H: -2.2704 -1.7987 0.0238  0.090
H: -2.8636 -0.4057 0.9529  0.110
H: -3.2349 -3.3185 1.7888  0.128
H: -4.4539 -2.3740 0.9614  0.120
H: -4.4077 -2.5468 3.6270  0.131
H: -4.9737 -1.1033 2.8600  0.126
H: -3.1743 -0.8992 4.7491  0.137
H: -3.0361 0.1302 3.3367  0.104
H: -1.6255 -2.5321 3.7620  0.140
H: -0.8594 -0.9741 3.9938  0.101
H: 2.0896 0.7280 1.8459  0.120
H: 3.6382 -0.8862 0.9715  0.146
H: 2.3351 -0.6999 -0.2126  0.078
H: 2.9278 -3.1144 0.1382  0.121
H: 1.2646 -2.7837 0.6895  0.091
H: 3.7595 -2.9647 2.4438  0.134
H: 2.5149 -4.1933 2.3110  0.130
H: 2.2285 -2.7375 4.3294  0.139
H: 0.8360 -2.6729 3.2663  0.093
H: 3.1285 -0.6784 3.4490  0.144
H: 1.4920 -0.3987 4.0176  0.110